[1]
Formula: C5H11NO2
Source: the Open Molecules 2025 dataset
Level of theory: ωB97M-V/def2-TZVPD

Each line ends with the Löwdin charge.
Positions of all 19 atoms, in Å:
C1 2.441 1.312 -0.252  -0.129
C2 1.315 0.460 -0.688  -0.642
N1 0.385 0.200 0.420  -0.151
C3 0.546 -1.247 0.651  -0.097
C4 -0.922 0.556 -0.112  -0.213
C5 -2.121 0.146 0.768  -0.251
O1 -2.477 -1.238 0.812  -0.092
O2 1.168 -0.050 -1.863  -0.194
H1 3.085 1.662 -1.017  0.032
H2 3.149 0.780 0.455  0.036
H3 2.207 2.090 0.504  0.047
H4 1.149 -1.711 -0.128  0.075
H5 1.003 -1.348 1.607  0.054
H6 -0.418 -1.751 0.668  0.055
H7 -0.931 1.605 -0.373  0.116
H8 -1.153 -0.091 -0.954  0.106
H9 -1.866 0.371 1.799  0.108
H10 -2.929 0.744 0.414  0.087
H11 -2.967 -1.489 0.058  0.054

Total energy   -10945.843 eV
Net charge   -1
2S+1   2
Frontier orbital gap (alpha / beta)   2.882 / 6.988 eV
HOMO (alpha / beta)   0.7 / -3.5 eV
E_LUMO (alpha / beta)   3.543 / 3.489 eV
Energy relative to the best compared isomer or geometry (same formula, charge and spin)   192.4 kJ/mol

***

[2]
Formula: C5H11NO2
Source: the Open Molecules 2025 dataset
Level of theory: ωB97M-V/def2-TZVPD

Each line ends with the Löwdin charge.
Positions of all 19 atoms, in Å:
O1 1.656 2.536 -0.117  -0.208
C1 1.474 1.502 -0.828  -0.474
C2 0.198 0.696 -0.800  -0.432
C3 0.154 0.063 0.684  -0.214
C4 -0.929 -0.967 0.767  -0.212
C5 -1.972 -0.631 1.515  -0.036
N1 -1.041 1.458 -0.920  0.014
H1 2.284 1.071 -1.427  0.031
H2 0.308 -0.083 -1.591  0.106
H3 -0.077 0.941 1.281  0.086
H4 1.235 -0.103 1.009  0.122
H5 -0.724 -1.928 0.252  0.087
H6 -2.685 -1.474 1.368  0.044
H7 -2.241 0.269 2.005  0.043
H8 -1.074 2.144 -0.185  0.050
H9 -1.233 1.919 -1.801  0.045
H10 1.077 -3.037 -0.425  0.017
H11 1.662 -1.751 -0.566  0.013
O2 1.930 -2.626 -0.221  -0.085

Total energy   -10945.792 eV
Net charge   -1
2S+1   2
Frontier orbital gap (alpha / beta)   3.466 / 7.010 eV
HOMO (alpha / beta)   0.2 / -3.4 eV
E_LUMO (alpha / beta)   3.668 / 3.595 eV
Energy relative to the best compared isomer or geometry (same formula, charge and spin)   197.3 kJ/mol

***

[3]
Formula: C5H11NO2
Source: the Open Molecules 2025 dataset
Level of theory: ωB97M-V/def2-TZVPD

Each line ends with the Löwdin charge.
Positions of all 19 atoms, in Å:
C1 1.514 -1.872 0.184  -0.177
N1 0.634 -1.162 -0.797  -0.140
C2 -0.340 -0.017 -0.468  -0.323
C3 -0.755 0.542 -1.937  -0.524
O1 0.223 0.354 -2.766  -0.354
C4 -0.016 1.058 0.609  -0.205
C5 -1.001 0.950 1.839  -0.575
O2 -0.573 1.621 2.930  -0.442
H1 2.272 -1.098 0.468  0.048
H2 0.939 -2.161 1.116  0.065
H3 1.847 -2.738 -0.462  0.056
H4 1.062 -0.739 -1.625  0.041
H5 -1.309 -0.538 -0.039  0.114
H6 -0.945 1.614 -1.656  0.073
H7 -1.592 -0.110 -2.074  0.048
H8 1.008 0.977 1.028  0.078
H9 -0.044 2.072 0.161  0.080
H10 -1.902 1.378 1.355  0.068
H11 -1.023 -0.130 2.132  0.069

SMILES   CN[C@H](C[O-])CC[O-]
Total energy   -10943.036 eV
Net charge   -2
Frontier orbital gap   5.670 eV
HOMO   1.0 eV
E_LUMO   6.692 eV
Energy relative to the best compared isomer or geometry (same formula, charge and spin)   212.9 kJ/mol

***

[4]
Formula: C5H11NO2
Source: the Open Molecules 2025 dataset
Level of theory: ωB97M-V/def2-TZVPD

Each line ends with the Löwdin charge.
Positions of all 19 atoms, in Å:
C1 -1.188 -0.602 2.098  -0.128
C2 -1.556 0.330 1.006  -0.616
C3 0.752 0.001 -0.361  -0.157
C4 0.597 -1.291 -1.289  -0.497
O1 0.852 -2.528 -0.659  -0.486
N1 -1.784 1.660 1.221  0.002
C5 -0.406 1.059 0.212  -0.209
O2 1.973 1.372 -2.625  -0.569
H1 -0.426 0.022 2.729  0.093
H2 -0.606 -1.468 1.616  0.082
H3 -1.942 -1.014 2.828  0.058
H4 -2.325 -0.230 0.305  0.147
H5 1.433 -0.302 0.452  0.071
H6 1.397 0.658 -1.186  0.070
H7 -0.342 -1.195 -1.896  0.071
H8 1.363 -1.179 -2.028  0.047
H9 -0.902 1.549 -0.689  0.115
H10 2.872 1.316 -2.364  -0.197
H11 0.240 1.843 0.631  0.104

Total energy   -10939.166 eV
Net charge   -2
Frontier orbital gap   5.505 eV
HOMO   1.0 eV
E_LUMO   6.461 eV
Energy relative to the best compared isomer or geometry (same formula, charge and spin)   586.3 kJ/mol

***

[5]
Formula: C5H11NO2
Source: the Open Molecules 2025 dataset
Level of theory: ωB97M-V/def2-TZVPD

Each line ends with the Löwdin charge.
Positions of all 19 atoms, in Å:
C1 0.419 -0.179 -1.560  -0.096
C2 0.970 0.449 -0.288  -0.411
N1 1.930 -0.305 0.425  0.061
C3 -0.384 0.541 0.559  -0.576
O1 -0.101 1.024 1.768  0.012
C4 -1.647 0.582 -0.115  -0.037
C5 -1.169 -0.711 0.479  -0.295
O2 -1.887 -1.221 1.589  0.006
H1 1.214 0.203 -2.426  0.133
H2 -0.506 0.190 -2.102  0.080
H3 0.381 -1.255 -1.262  0.069
H4 1.205 1.586 -0.416  0.185
H5 1.861 -1.240 0.237  0.045
H6 2.988 -0.121 0.265  0.149
H7 0.960 0.994 1.466  0.173
H8 -2.427 0.956 0.539  0.125
H9 -1.909 0.891 -1.221  0.140
H10 -0.657 -1.552 -0.138  0.148
H11 -1.242 -0.832 2.200  0.088

SMILES   C[C@H](N)[C@@]1(O)C[C@@H]1O
Total energy   -10943.805 eV
Frontier orbital gap   9.835 eV
HOMO   -9.1 eV
E_LUMO   0.750 eV
Energy relative to the best compared isomer or geometry (same formula, charge and spin)   527.0 kJ/mol

***

[6]
Formula: C5H11NO2
Source: the Open Molecules 2025 dataset
Level of theory: ωB97M-V/def2-TZVPD

Each line ends with the Löwdin charge.
Positions of all 19 atoms, in Å:
C1 -0.070 -0.594 -2.158  -0.179
N1 -0.903 0.191 -1.266  -0.098
C2 -1.359 -0.720 0.185  -0.017
C3 -0.107 -0.763 0.904  -0.345
O1 0.405 -2.026 1.111  0.038
C4 0.689 0.334 1.046  -0.321
C5 0.241 1.757 1.030  -0.034
O2 1.971 0.094 1.504  0.025
H1 -0.610 -1.418 -2.648  0.069
H2 0.355 0.038 -2.945  0.073
H3 0.749 -1.035 -1.587  0.071
H4 -1.690 0.548 -1.813  0.075
H5 -2.097 -0.041 0.600  0.096
H6 -1.732 -1.722 -0.035  0.110
H7 1.314 -1.931 1.422  0.095
H8 -0.707 1.847 0.512  0.065
H9 0.131 2.137 2.050  0.088
H10 0.973 2.377 0.508  0.086
H11 2.445 0.928 1.579  0.102

SMILES   CNC/C(O)=C(\C)O
Total energy   -10946.417 eV
Frontier orbital gap   8.386 eV
HOMO   -7.6 eV
E_LUMO   0.788 eV
Energy relative to the best compared isomer or geometry (same formula, charge and spin)   275.0 kJ/mol

***

[7]
Formula: C5H11NO2
Source: the Open Molecules 2025 dataset
Level of theory: ωB97M-V/def2-TZVPD

Each line ends with the Löwdin charge.
Positions of all 19 atoms, in Å:
C1 -1.260 -1.148 -0.960  0.017
C2 -1.842 -0.617 0.221  -0.122
O1 -0.028 0.134 -1.739  -0.107
H1 -0.587 0.753 -2.229  0.107
H2 -1.830 -1.195 -1.880  0.102
H3 -0.468 -1.878 -0.890  0.094
H4 -2.906 -0.399 0.160  0.085
H5 -1.322 0.537 0.293  0.092
H6 -1.539 -1.111 1.141  0.085
C3 1.366 0.462 1.803  -0.037
C4 1.323 0.106 0.346  -0.380
C5 0.493 1.082 -0.518  -0.391
N1 1.987 -0.880 -0.101  0.147
O2 -0.551 1.660 0.010  -0.134
H7 1.863 -0.969 -1.111  0.052
H8 1.191 1.762 -1.037  0.146
H9 1.995 -0.246 2.338  0.079
H10 1.757 1.475 1.933  0.089
H11 0.358 0.473 2.222  0.077

Total energy   -10944.794 eV
Frontier orbital gap   8.865 eV
HOMO   -8.5 eV
E_LUMO   0.326 eV
Energy relative to the best compared isomer or geometry (same formula, charge and spin)   431.6 kJ/mol

***

[8]
Formula: C5H11NO2
Source: the Open Molecules 2025 dataset
Level of theory: ωB97M-V/def2-TZVPD

Each line ends with the Löwdin charge.
Positions of all 19 atoms, in Å:
C1 1.150 -2.149 0.922  -0.045
N1 1.159 -0.758 0.476  -0.146
C2 2.444 -0.076 0.614  -0.042
C3 -0.044 -0.182 0.198  -0.453
O1 -1.081 -0.775 0.444  0.049
C4 -0.081 1.196 -0.488  -0.079
C5 -1.249 1.224 -1.460  -0.246
O2 -2.470 1.443 -0.756  -0.077
H1 2.150 -2.557 1.004  0.079
H2 0.670 -2.246 1.898  0.092
H3 0.563 -2.728 0.213  0.091
H4 2.518 0.760 -0.075  0.071
H5 3.242 -0.796 0.483  0.082
H6 2.546 0.374 1.606  0.094
H7 -0.263 1.923 0.309  0.134
H8 0.905 1.453 -0.859  0.091
H9 -1.123 2.084 -2.119  0.117
H10 -1.406 0.310 -2.035  0.122
H11 -2.562 0.724 -0.123  0.065

SMILES   CN(C)C(=O)CCO
Total energy   -10948.353 eV
Frontier orbital gap   10.207 eV
HOMO   -9.5 eV
E_LUMO   0.750 eV
Energy relative to the best compared isomer or geometry (same formula, charge and spin)   88.2 kJ/mol

***

[9]
Formula: C5H11NO2
Source: the Open Molecules 2025 dataset
Level of theory: ωB97M-V/def2-TZVPD

Each line ends with the Löwdin charge.
Positions of all 19 atoms, in Å:
C1 2.339 1.065 -1.006  -0.015
C2 1.088 0.248 -1.116  -0.511
O1 0.814 -0.240 -2.188  0.092
N1 0.245 0.185 0.003  -0.142
C3 0.781 -0.634 1.067  -0.062
C4 -1.169 0.111 -0.338  -0.146
C5 -2.189 -0.135 0.799  -0.247
O2 -2.996 -1.281 0.565  -0.050
H1 2.340 1.854 -1.776  0.091
H2 3.218 0.491 -1.309  0.088
H3 2.534 1.670 -0.122  0.076
H4 1.800 -0.281 1.262  0.088
H5 0.252 -0.482 2.011  0.081
H6 0.871 -1.701 0.852  0.094
H7 -1.376 1.051 -0.847  0.125
H8 -1.352 -0.741 -1.022  0.128
H9 -1.793 0.206 1.754  0.110
H10 -2.936 0.649 0.564  0.117
H11 -2.471 -2.033 0.846  0.082

SMILES   CC(=O)N(C)CCO
Total energy   -10947.247 eV
Frontier orbital gap   9.900 eV
HOMO   -9.2 eV
E_LUMO   0.728 eV
Energy relative to the best compared isomer or geometry (same formula, charge and spin)   194.9 kJ/mol

***

[10]
Formula: C5H11NO2
Source: the Open Molecules 2025 dataset
Level of theory: ωB97M-V/def2-TZVPD

Each line ends with the Löwdin charge.
Positions of all 19 atoms, in Å:
C1 1.388 -0.631 0.861  -0.057
C2 1.001 -1.444 -0.255  -0.400
C3 -0.149 -1.569 -0.940  0.119
N1 2.084 -2.354 -0.672  0.200
H1 0.437 -0.183 1.231  0.077
H2 1.908 -1.246 1.657  0.108
H3 2.030 0.176 0.494  0.102
H4 -0.257 -2.261 -1.782  0.073
H5 -0.974 -0.823 -0.652  0.096
H6 2.050 -3.079 0.017  0.150
H7 3.016 -1.981 -0.704  0.162
H8 1.741 -2.856 -1.525  0.175
O1 -0.516 1.348 -0.851  -0.093
C4 -1.148 1.453 0.235  -0.743
O2 -1.419 0.505 1.036  -0.116
C5 -1.682 2.863 0.559  -0.045
H9 -0.908 3.643 0.795  0.077
H10 -2.145 3.283 -0.358  0.067
H11 -2.463 2.942 1.293  0.045

Total energy   -10945.741 eV
Frontier orbital gap   6.769 eV
HOMO   -7.5 eV
E_LUMO   -0.730 eV
Energy relative to the best compared isomer or geometry (same formula, charge and spin)   340.2 kJ/mol

***

[11]
Formula: C5H11NO2
Source: the Open Molecules 2025 dataset
Level of theory: ωB97M-V/def2-TZVPD

Each line ends with the Löwdin charge.
Positions of all 19 atoms, in Å:
C1 1.458 0.415 1.638  0.062
C2 0.613 -0.064 0.693  -0.312
C3 0.884 -1.386 0.009  -0.229
O1 0.197 -1.624 -1.194  -0.103
C4 -0.698 0.579 0.641  -0.146
C5 -1.943 -0.226 0.410  -0.035
O2 0.007 1.530 -0.636  -0.214
N1 0.165 1.017 -1.959  -0.009
H1 1.275 1.353 2.136  0.060
H2 2.390 -0.085 1.857  0.059
H3 1.963 -1.449 -0.154  0.118
H4 0.612 -2.195 0.689  0.128
H5 0.284 -0.803 -1.732  0.044
H6 -0.824 1.374 1.378  0.133
H7 -2.395 -0.496 1.365  0.091
H8 -1.800 -1.140 -0.161  0.073
H9 -2.652 0.389 -0.153  0.089
H10 1.044 1.392 -2.301  0.097
H11 -0.581 1.418 -2.526  0.092

SMILES   C=C(CO)[C@H](C)ON
Total energy   -10944.398 eV
Frontier orbital gap   9.301 eV
HOMO   -8.4 eV
E_LUMO   0.899 eV
Energy relative to the best compared isomer or geometry (same formula, charge and spin)   469.8 kJ/mol

***

[12]
Formula: C5H11NO2
Source: the Open Molecules 2025 dataset
Level of theory: ωB97M-V/def2-TZVPD

Each line ends with the Löwdin charge.
Positions of all 19 atoms, in Å:
C1 2.139 0.147 -0.590  -0.002
C2 1.098 0.966 -0.681  -0.174
C3 -0.296 0.422 -0.491  -0.243
C4 -0.975 0.856 0.795  -0.123
C5 -1.046 -0.153 1.916  -0.541
N1 0.100 -0.842 2.224  0.171
O1 -2.144 -0.455 2.348  0.050
H1 3.148 0.553 -0.559  0.054
H2 2.144 -0.915 -0.401  0.063
H3 1.090 1.967 -1.098  0.107
H4 -0.884 0.858 -1.319  0.117
H5 -0.258 -0.667 -0.573  0.104
H6 -0.573 1.826 1.148  0.130
H7 -2.017 1.115 0.602  0.117
H8 0.946 -0.345 1.978  0.094
H9 -0.003 -1.576 2.898  0.107
O2 -1.077 -1.556 -2.892  -0.068
H10 -1.215 -0.904 -2.170  0.002
H11 -0.178 -1.299 -3.136  0.035

SMILES   C=CCCC(N)=O.O
Total energy   -10947.814 eV
Frontier orbital gap   10.559 eV
HOMO   -9.8 eV
E_LUMO   0.726 eV
Energy relative to the best compared isomer or geometry (same formula, charge and spin)   140.2 kJ/mol